Record 1
{
  "formula": "C2H2Cl2O6Pt",
  "method": "ωB97M-V/def2-TZVPD",
  "lumo_energy_ha": [0.200, 0.199],
  "charge": -2,
  "s_squared": 2.004,
  "homo_ha": [-0.0215, -0.0548],
  "multiplicity": 3,
  "orbital_gap_ev": [6.0, 6.9],
  "elements": ["Pt", "Cl", "Cl", "O", "O", "O", "O", "O", "O", "C", "C", "H", "H"],
  "coordinates": [[0.21846, 0.45560, -1.05284], [0.67109, 2.98012, -0.79453], [0.82483, 0.38479, -3.42429], [-2.67532, 0.32166, -0.89895], [-1.14382, 0.41485, 0.74509], [2.11475, -0.12970, 0.12172], [2.58767, -2.20945, 0.83099], [0.77453, -1.80135, -0.43993], [-3.26397, 0.92760, 1.18232], [-2.31921, 0.52826, 0.25313], [1.78356, -1.35306, 0.13778], [-2.70524, 1.13576, 1.94035], [3.13267, -1.65510, 1.39913]],
  "mulliken_spin": [1.5856, 0.1330, 0.0909, 0.0147, 0.0525, 0.0903, 0.0006, 0.0389, 0.0020, 0.0054, -0.0143, -0.0004, 0.0009]
}

Record 2
{
  "formula": "C12H17F6N5O10S2",
  "method": "ωB97M-V/def2-TZVPD",
  "lumo_energy_ha": -0.091,
  "homo_ha": -0.3243,
  "orbital_gap_ev": 6.4,
  "elements": ["S", "S", "F", "F", "F", "F", "F", "F", "O", "O", "O", "O", "O", "O", "O", "O", "O", "O", "N", "N", "N", "N", "N", "C", "C", "C", "C", "C", "C", "C", "C", "C", "C", "C", "C", "H", "H", "H", "H", "H", "H", "H", "H", "H", "H", "H", "H", "H", "H", "H", "H", "H"],
  "coordinates": [[-2.42128, -4.62755, -0.75880], [-0.43115, -3.86495, 0.78613], [-3.67490, -5.73180, -2.84771], [-1.73833, -4.83907, -3.32471], [2.08513, -3.52691, 1.62619], [1.84195, -3.46913, -0.54497], [-1.82587, -6.74173, -2.26649], [1.74617, -5.37418, 0.50873], [-2.16691, 5.43563, 0.79498], [-3.06786, -3.34575, -1.05314], [-0.74534, -4.56899, 2.03214], [0.27764, 4.37871, -1.55807], [1.84772, 1.02218, 2.62370], [1.47570, 2.54578, 0.69798], [-3.17320, -5.49993, 0.14565], [-2.09801, 3.93653, -1.21382], [-0.63811, -2.41514, 0.83276], [-0.13609, -1.66436, 3.94195], [-0.84867, -4.59302, -0.55902], [0.65613, 2.23184, -4.77637], [1.11452, 1.90013, -2.30451], [2.28370, 1.76608, -1.53850], [3.11634, 2.06983, -3.90434], [-2.42190, -5.51367, -2.35286], [1.37116, -4.06201, 0.59372], [1.58847, 2.09612, -3.75978], [2.24224, 1.51333, -0.01666], [-2.24621, 4.20171, 0.23111], [-2.46806, 2.89798, 1.22146], [3.53657, 1.85469, -2.43533], [-0.34965, 1.87519, -1.86854], [-0.30272, -0.28429, 3.37940], [1.54054, 2.38385, 2.15872], [1.01842, 0.63412, 3.78510], [-0.73325, 3.46672, -1.54164], [-1.57188, 2.77907, 1.96546], [-3.48564, 3.09376, 1.81314], [-0.45446, -0.40218, 2.21991], [-1.04192, -2.00158, 4.22103], [-1.08095, 1.46208, -2.68478], [1.78214, 0.41720, 0.08564], [3.34696, 1.53596, 0.38577], [0.70833, 1.52982, 4.47134], [0.64274, 3.02499, -5.46769], [0.52920, 2.82361, 2.59124], [4.67545, 1.75037, -2.11256], [-1.26389, 0.16140, 3.92771], [2.40953, 3.09187, 2.55490], [-2.62067, 1.94152, 0.52534], [-0.09680, 1.48451, -4.85645], [1.70573, -0.07494, 4.45493], [-0.43879, 1.29459, -0.82940]],
  "lowdin_charge": [0.5997, 0.5979, 0.1045, 0.0882, 0.1024, 0.0815, 0.0971, 0.1011, 0.0116, -0.3171, -0.2899, 0.0224, -0.1827, -0.1521, -0.2931, -0.0142, -0.3345, -0.1420, -0.2963, 0.1063, -0.0127, -0.0256, 0.1120, -0.6094, -0.6080, -0.1960, -0.0970, -0.2467, -0.0020, 0.0862, 0.0238, -0.1795, -0.1799, -0.1432, -0.1783, 0.0785, 0.1213, 0.1099, 0.1125, 0.1551, 0.1786, 0.1700, 0.1305, 0.1453, 0.1420, 0.1653, 0.1305, 0.1631, 0.1044, 0.1423, 0.1540, 0.1622]
}

Record 3
{
  "formula": "C37H46N6Pr",
  "method": "ωB97M-V/def2-TZVPD",
  "lumo_energy_ha": [0.094, 0.094],
  "charge": -1,
  "s_squared": 2.002,
  "homo_ha": [-0.1478, -0.1478],
  "multiplicity": 3,
  "orbital_gap_ev": [6.6, 6.6],
  "elements": ["Pr", "N", "N", "N", "N", "N", "N", "C", "C", "C", "C", "C", "C", "C", "C", "C", "C", "C", "C", "C", "C", "C", "C", "C", "C", "C", "C", "C", "C", "C", "C", "C", "C", "C", "C", "C", "C", "C", "C", "C", "C", "C", "C", "C", "H", "H", "H", "H", "H", "H", "H", "H", "H", "H", "H", "H", "H", "H", "H", "H", "H", "H", "H", "H", "H", "H", "H", "H", "H", "H", "H", "H", "H", "H", "H", "H", "H", "H", "H", "H", "H", "H", "H", "H", "H", "H", "H", "H", "H", "H"],
  "coordinates": [[-0.51210, -0.00750, -0.34210], [-1.08410, -1.61450, -2.20160], [2.13130, 0.29750, -1.88980], [1.39710, 0.10830, 1.44560], [-1.06400, -2.03750, 1.41350], [-2.78930, -0.07130, 0.67820], [-0.58530, 1.98690, 1.34630], [-0.67690, -2.90310, -2.40620], [-1.28320, -3.44670, -3.51690], [-3.53710, 1.16850, 0.66010], [0.20390, 1.93220, 2.38610], [0.62400, 2.78760, 4.75820], [0.16130, -2.91170, 3.35430], [-3.05480, 2.11600, 1.77240], [-2.11420, -2.44100, -4.03810], [1.57280, 0.68900, -3.19200], [2.00370, 2.90830, 4.84490], [-2.64000, -0.01520, -3.36940], [-0.14250, 2.41980, 3.67850], [-1.22500, 3.00110, -2.23970], [2.97090, 1.37370, -1.37560], [2.66570, 1.63950, 2.81550], [0.93290, -1.62780, 3.64740], [0.65330, 1.88640, -3.10060], [0.84470, 2.91200, -4.01910], [-1.96770, -1.34650, -3.21310], [-0.16560, -3.08560, 1.85890], [-2.35530, -2.27020, 1.43540], [2.90610, 2.45970, 3.89470], [-5.09370, -2.00110, 2.87840], [0.25340, -3.59390, -1.45970], [2.34530, -1.53280, 3.04890], [-4.15790, -4.02890, 1.83580], [-5.09040, -3.35960, 2.62540], [-1.06810, 4.02640, -3.16370], [-2.94950, -3.56480, 1.38490], [-0.01210, 3.99810, -4.05540], [2.94780, -0.89210, -2.07430], [-3.22380, -1.06300, 1.42110], [-4.33200, -1.00240, 2.30270], [-0.37790, 1.87850, -2.12920], [1.47080, 1.17630, 2.21860], [-1.74930, 2.84640, 1.42060], [2.40830, -0.91460, 1.62760], [-2.93000, 0.39190, -2.39550], [2.39600, 0.90120, -3.90460], [2.33070, -1.69960, -2.46600], [-1.59520, 3.65880, 2.14670], [-0.78040, -2.87900, 3.91170], [0.72020, -3.78600, 3.70290], [3.83580, 1.56390, -2.03680], [2.38280, 2.28720, -1.29660], [0.13180, 4.79640, -4.77490], [2.40670, 3.39020, 5.72770], [-3.53590, -0.12950, -3.97930], [-2.90600, 1.52470, 2.68020], [3.77460, -0.71290, -2.78620], [-4.62940, -0.00350, 2.59590], [0.77220, -3.03060, 1.30310], [1.01690, -1.52160, 4.73290], [3.44000, -0.54520, 1.48630], [-1.77120, 4.85540, -3.17820], [2.24250, -1.68670, 0.86760], [-5.86370, -1.65560, 3.56250], [-4.37860, -5.06990, 1.61570], [0.07190, 3.09610, 5.64190], [-1.15490, -4.44770, -3.89130], [3.37740, -1.19130, -1.11820], [-1.86640, 3.31520, 0.43920], [1.05350, -2.92700, -1.12280], [-5.88240, -3.95280, 3.06810], [3.94790, 2.71220, 4.07050], [2.93560, -0.89560, 3.71400], [-3.82860, 2.86600, 1.96960], [2.82180, -2.51810, 3.03090], [-1.98040, 0.70350, -3.86260], [-2.09500, 3.08680, -1.59070], [-4.61880, 0.98850, 0.77040], [-1.20910, 2.47720, 3.85500], [3.56250, 1.30000, 2.30720], [0.69780, -4.46790, -1.93570], [0.33200, -0.79450, 3.27910], [3.34010, 1.10930, -0.38570], [-2.73070, -2.50910, -4.91820], [1.66420, 2.85710, -4.72890], [-3.37540, 1.64920, -0.31340], [-0.29080, -3.94150, -0.58140], [-2.34260, -4.30250, 0.86800], [1.00180, -0.17020, -3.56960], [-0.57080, -4.10240, 1.73510]],
  "mulliken_spin": [1.9719, -0.0023, -0.0049, -0.0148, -0.0022, 0.0023, -0.0016, -0.0005, -0.0011, 0.0193, 0.0042, 0.0006, 0.0011, -0.0075, 0.0007, 0.0049, -0.0009, -0.0014, -0.0016, 0.0007, 0.0051, -0.0018, 0.0001, -0.0090, -0.0003, 0.0022, 0.0034, 0.0033, 0.0004, -0.0004, 0.0055, 0.0010, -0.0001, -0.0008, 0.0010, 0.0000, -0.0005, 0.0033, 0.0049, -0.0021, 0.0181, 0.0031, 0.0112, 0.0134, -0.0008, 0.0008, -0.0006, 0.0009, 0.0000, 0.0000, 0.0003, -0.0013, 0.0000, -0.0001, 0.0002, -0.0002, 0.0004, -0.0002, -0.0019, 0.0001, 0.0005, 0.0001, -0.0070, 0.0000, 0.0000, 0.0000, 0.0000, -0.0004, -0.0066, -0.0018, -0.0001, 0.0001, -0.0001, -0.0001, 0.0000, 0.0004, -0.0001, 0.0010, 0.0000, -0.0002, -0.0001, 0.0005, 0.0006, 0.0000, 0.0000, -0.0124, 0.0002, 0.0000, -0.0004, 0.0005]
}